Below is a molecular structure, C11H8B4ClF4O14 at a distorted geometry, with properties calculated with the ωB97M-V functional and the def2-TZVPD basis.

Properties
Calculated total energy   -66317.090 eV
Max |F|   2.18 eV/A
Gap between HOMO and LUMO   0.33464 Eh
Highest occupied orbital energy   -7.30 eV
Total charge   -1

Positions of all 42 atoms, in Å:
O1 -2.410 3.806 6.404
C1 -1.747 3.408 5.480
F1 -0.638 4.069 5.129
C2 -2.083 2.184 4.677
B1 -1.386 1.980 3.277
O2 -1.877 0.957 2.464
B2 -0.851 0.092 2.148
C3 -1.033 -1.370 1.625
C4 -2.451 -1.819 1.535
O3 -3.221 -1.961 2.446
Cl1 -2.926 -2.165 -0.135
O4 0.445 0.573 2.267
B3 0.475 1.932 1.996
C5 1.303 2.525 0.808
C6 2.766 2.101 0.747
O5 2.940 0.726 0.502
C7 3.555 2.455 1.994
F2 4.876 2.549 1.696
F3 3.172 3.655 2.492
F4 3.421 1.538 2.968
O6 -0.338 2.720 2.798
H1 -1.899 1.321 5.302
H2 -3.148 2.243 4.499
H3 -0.461 -2.037 2.259
H4 -0.584 -1.398 0.638
H5 0.862 2.220 -0.135
H6 1.264 3.607 0.822
H7 3.237 2.657 -0.056
H8 3.208 0.616 -0.405
B4 -0.345 -3.015 -5.096
O7 -0.784 -2.070 -6.142
C8 -0.194 -2.389 -7.288
O8 -0.335 -1.820 -8.331
C9 0.698 -3.608 -7.041
O9 1.377 -4.160 -7.855
O10 0.589 -3.945 -5.761
O11 0.307 -2.310 -3.971
C10 -0.352 -2.565 -2.854
O12 -0.059 -2.145 -1.770
C11 -1.533 -3.491 -3.196
O13 -2.351 -3.933 -2.439
O14 -1.490 -3.732 -4.498

Below is a molecular structure, C33H79HgN4O13S3 at a distorted geometry, with properties calculated with the ωB97M-V functional and the def2-TZVPD basis.

Properties
Calculated total energy   -104752.165 eV
Max |F|   1.69 eV/A
Gap between HOMO and LUMO   0.26767 Eh
ΔE to the lowest compared entry with this formula, charge and spin   0.0 kJ/mol
Highest occupied orbital energy   -11.05 eV
Total charge   +1

Positions of all 133 atoms, in Å:
Hg1 33.402 29.354 3.315
C1 29.194 29.735 2.936
C2 30.680 29.722 2.887
O1 31.316 29.481 1.818
O2 31.333 30.087 3.915
H1 28.856 30.145 3.882
H2 28.829 28.704 2.877
H3 28.778 30.145 2.017
C3 31.851 33.997 5.381
C4 31.194 32.987 6.329
C5 29.689 32.915 6.158
O3 31.768 31.710 6.058
H4 32.940 33.972 5.411
H5 31.491 35.005 5.596
H6 31.601 33.723 4.348
H7 31.521 33.296 7.327
H8 29.178 33.853 6.364
H9 29.273 32.128 6.785
H10 29.565 32.625 5.108
H11 31.207 31.141 5.501
C6 25.765 28.367 8.726
C7 26.822 29.409 9.036
C8 27.774 29.639 7.859
O4 28.641 28.538 7.686
C9 29.238 28.501 6.414
N1 26.180 30.666 9.462
H12 25.291 28.007 9.637
H13 26.188 27.509 8.200
H14 25.001 28.786 8.065
H15 27.383 29.078 9.915
H16 28.374 30.518 8.133
H17 27.228 29.858 6.933
H18 28.457 28.365 5.656
H19 30.019 27.750 6.356
H20 29.698 29.464 6.156
H21 26.924 31.293 9.762
H22 25.807 31.101 8.616
C10 31.488 25.176 4.584
C11 31.965 26.605 4.660
C12 32.663 26.980 5.965
O5 32.754 28.384 5.991
C13 32.788 29.013 7.269
N2 32.903 26.857 3.532
H23 32.230 24.507 5.031
H24 31.159 24.907 3.584
H25 30.629 25.017 5.246
H26 31.125 27.299 4.566
H27 33.667 26.540 5.959
H28 32.112 26.561 6.811
H29 33.474 28.474 7.931
H30 31.795 29.118 7.705
H31 33.231 29.979 7.046
H32 33.492 26.019 3.523
H33 32.421 26.728 2.632
C14 30.448 25.878 0.068
C15 31.845 26.289 -0.395
C16 31.735 27.168 -1.658
O6 30.951 26.504 -2.628
C17 31.043 27.074 -3.909
N3 32.441 27.069 0.712
H34 30.488 25.174 0.898
H35 30.067 25.361 -0.820
H36 29.738 26.675 0.284
H37 32.430 25.396 -0.609
H38 32.739 27.386 -2.044
H39 31.237 28.128 -1.458
H40 30.756 28.132 -3.963
H41 30.447 26.427 -4.548
H42 32.064 27.104 -4.319
H43 33.368 27.458 0.517
H44 31.903 27.940 0.667
C18 35.985 32.415 5.364
C19 35.475 31.190 4.610
C20 35.847 29.861 5.270
O7 35.375 28.765 4.470
C21 36.207 27.611 4.472
N4 34.029 31.299 4.353
H45 35.427 33.312 5.092
H46 37.037 32.674 5.248
H47 35.839 32.294 6.444
H48 36.031 31.200 3.666
H49 35.392 29.758 6.257
H50 36.928 29.820 5.408
H51 37.202 27.862 4.110
H52 35.800 26.920 3.728
H53 36.058 27.046 5.393
H54 33.530 31.464 5.242
H55 33.842 32.175 3.869
C22 31.105 33.356 1.147
C23 30.642 32.559 -0.092
C24 29.630 33.430 -0.819
S1 28.581 34.129 0.504
O8 27.448 33.280 0.755
O9 28.300 35.516 0.253
C25 29.830 33.800 1.864
H56 31.657 34.262 0.885
H57 31.801 32.697 1.669
H58 30.276 31.558 0.132
H59 31.518 32.471 -0.736
H60 28.928 33.014 -1.538
H61 30.150 34.296 -1.229
H62 29.451 32.887 2.337
H63 29.858 34.532 2.667
C26 27.120 29.045 -0.402
C27 27.821 28.126 -1.415
C28 27.436 28.579 -2.827
S2 27.138 30.385 -2.735
O10 25.744 30.610 -3.023
O11 28.193 31.171 -3.350
C29 27.355 30.462 -0.912
H64 27.593 28.917 0.569
H65 26.056 28.816 -0.355
H66 27.443 27.121 -1.221
H67 28.909 28.105 -1.344
H68 26.459 28.140 -3.034
H69 28.121 28.312 -3.626
H70 26.779 31.330 -0.601
H71 28.413 30.667 -0.735
C30 23.223 29.719 1.497
C31 23.377 28.188 1.423
C32 23.808 27.685 2.796
S3 25.002 28.901 3.395
O12 26.277 28.510 2.820
O13 24.840 29.033 4.831
C33 24.337 30.278 2.368
H72 22.276 30.001 1.962
H73 23.162 30.114 0.484
H74 24.135 27.961 0.670
H75 22.426 27.807 1.052
H76 24.187 26.668 2.821
H77 22.923 27.726 3.435
H78 25.193 30.655 1.805
H79 24.034 31.086 3.032

Below is a molecular structure, CH3I2O2P at a distorted geometry, with properties calculated with the ωB97M-V functional and the def2-TZVPD basis.

Properties
Calculated total energy   -30670.456 eV
Max |F|   2.58 eV/A
Gap between HOMO and LUMO   0.26674 Eh
ΔE to the lowest compared entry with this formula, charge and spin   196.6 kJ/mol
Highest occupied orbital energy   -8.93 eV

Positions of all 9 atoms, in Å:
C1 -1.385 -0.042 0.097
O1 0.388 0.342 -1.905
O2 1.011 0.844 0.517
P1 0.248 0.016 -0.518
I1 2.916 1.285 0.440
I2 1.853 -2.438 0.490
H1 -1.971 0.762 -0.299
H2 -1.970 -0.904 0.062
H3 -1.089 0.137 1.115

Below is 2 unconnected molecules or ions with the total composition C10H16SSi at a distorted geometry, with properties calculated with the ωB97M-V functional and the def2-TZVPD basis.

Properties
Calculated total energy   -29338.736 eV
Max |F|   4.89 eV/A
Gap between HOMO and LUMO   0.32429 Eh
ΔE to the lowest compared entry with this formula, charge and spin   429.9 kJ/mol
Highest occupied orbital energy   -8.24 eV

Positions of all 28 atoms, in Å:
C1 3.054 -1.191 0.942
C2 2.343 0.047 1.040
C3 3.613 -1.368 -0.259
C4 2.303 0.724 -0.137
C5 1.838 3.085 -0.433
C6 1.469 1.830 -0.410
C7 -1.499 0.452 1.524
C8 -2.732 -0.725 -0.934
C9 -0.044 -1.803 -0.359
C10 -0.384 0.989 -1.277
Si1 -1.113 -0.276 -0.127
S1 3.172 -0.194 -1.385
H1 3.243 -1.761 1.886
H2 2.005 0.338 1.959
H3 4.414 -2.118 -0.458
H4 1.297 3.899 -0.904
H5 2.867 3.281 0.044
H6 -2.489 0.720 1.517
H7 -1.436 -0.251 2.500
H8 -0.721 1.271 1.661
H9 -3.462 0.029 -1.103
H10 -2.631 -1.168 -1.841
H11 -3.266 -1.527 -0.498
H12 0.644 -1.991 0.435
H13 -0.714 -2.697 -0.551
H14 0.529 -1.617 -1.193
H15 -0.968 1.942 -1.336
H16 -0.126 0.651 -2.365